# 1
Computed, not measured: a structure of composition C12H29ClIO2P2Pr in a non-equilibrium geometry, with ωB97M-V/def2-TZVPD.

Net charge = +2
Frontier orbital gap (spin up / spin down) = 4.66 / 4.68 eV
Lowest unoccupied orbital energy (spin up / spin down) = -9.4189 / -9.4205 eV
F_max = 7.02 eV Å⁻¹
DFT total energy = -70264.7400 eV
Spin multiplicity = 3

Atoms and positions in Å:
C1 3.717 -2.628 -2.164
C2 2.954 -1.723 -1.365
H1 4.830 -2.492 -2.028
H2 3.389 -2.497 -3.215
H3 3.370 -3.648 -1.904
O1 2.557 -0.846 -0.685
I1 -1.887 -3.122 -2.273
Pr1 -0.846 -0.722 -0.811
P1 0.220 -2.202 1.547
C3 0.652 -1.416 3.145
C4 -1.428 -2.938 1.927
H4 -1.256 -3.861 2.494
H5 0.720 -4.416 2.343
H6 -1.974 -3.186 1.003
H7 1.464 -4.132 0.720
H8 0.226 -0.404 3.198
H9 -2.019 -2.233 2.526
C5 1.256 -3.691 1.707
H10 0.273 -2.024 3.981
H11 2.206 -3.418 2.188
H12 1.747 -1.349 3.214
P2 0.176 1.386 -2.540
C6 0.767 3.060 -2.161
C7 1.075 1.040 -4.085
H13 -2.129 0.883 -3.237
H14 -1.348 2.132 -4.249
H15 -1.948 2.530 -2.615
C8 -1.476 1.762 -3.231
H16 1.071 -0.036 -4.318
H17 0.572 1.603 -4.886
H18 0.531 3.724 -3.002
H19 1.852 3.034 -2.005
H20 2.113 1.382 -3.974
H21 0.271 3.430 -1.254
Cl1 -3.315 0.141 -0.877
C9 -1.101 3.073 2.295
C10 -2.438 2.324 2.447
C11 -2.088 0.903 2.058
O2 -0.942 0.958 1.122
C12 -0.160 2.147 1.495
H22 -1.192 4.051 1.803
H23 -0.692 3.216 3.298
H24 -3.217 2.735 1.795
H25 -2.835 2.382 3.464
H26 -1.774 0.312 2.922
H27 -2.896 0.383 1.535
H28 0.242 2.572 0.566
H29 0.714 1.820 2.087

natural (NBO) population analysis, charges in e, atoms 1 to 5:
1 C -0.833
2 C 0.996
3 H 0.379
4 H 0.361
5 H 0.359

=====

# 2
Computed, not measured: a structure of composition C12H29HgN4O5Rb in a non-equilibrium geometry, with ωB97M-V/def2-TZVPD.

Net charge = +1
Frontier orbital gap (spin up / spin down) = 7.24 / 7.50 eV
Lowest unoccupied orbital energy (spin up / spin down) = -2.7258 / -3.6320 eV
F_max = 3.85 eV Å⁻¹
DFT total energy = -33935.1174 eV
Spin multiplicity = 2

Atoms and positions in Å:
Hg1 1.788 1.049 2.316
Rb1 5.223 0.968 0.819
O1 2.549 -0.103 0.683
H1 1.922 -0.074 -0.065
C1 0.534 3.589 0.286
O2 1.049 2.538 0.739
N1 -0.750 3.653 -0.052
C2 -1.635 2.430 0.093
C3 -1.233 4.743 -0.934
H2 1.075 4.524 0.077
H3 -2.494 2.497 0.761
H4 -1.037 1.582 0.426
H5 -2.098 2.320 -0.887
H6 -2.186 5.155 -0.603
H7 -0.508 5.550 -1.039
H8 -1.303 4.371 -1.956
C4 1.359 -3.687 1.734
O3 1.127 -4.480 2.682
N2 0.764 -3.837 0.541
C5 0.885 -2.682 -0.393
C6 -0.008 -4.989 0.120
H9 2.100 -2.872 1.749
H10 0.508 -1.696 -0.120
H11 0.472 -3.042 -1.336
H12 1.933 -2.429 -0.552
H13 0.002 -5.849 0.789
H14 -1.045 -4.739 -0.103
H15 0.337 -5.414 -0.823
C7 2.395 1.765 -2.519
O4 3.554 2.047 -2.942
N3 1.301 1.702 -3.301
C8 0.083 1.170 -2.768
C9 1.424 2.023 -4.768
H16 2.225 1.578 -1.447
H17 0.144 0.766 -1.758
H18 -0.355 0.364 -3.356
H19 -0.633 1.992 -2.749
H20 2.305 2.639 -4.947
H21 1.382 1.176 -5.453
H22 0.604 2.706 -4.995
C10 -1.236 -0.635 1.952
O5 -0.158 -0.091 2.055
N4 -1.921 -1.394 2.906
C11 -3.262 -2.058 2.671
C12 -1.323 -1.776 4.161
H23 -1.777 -0.673 0.994
H24 -3.964 -1.483 2.067
H25 -3.707 -2.289 3.639
H26 -3.094 -2.943 2.057
H27 -2.000 -1.928 5.002
H28 -0.748 -2.701 4.126
H29 -0.567 -1.033 4.418

natural (NBO) population analysis, charges in e, atoms 1 to 5:
1 Hg 0.869
2 Rb 0.987
3 O -1.295
4 H 0.443
5 C 0.551

=====

# 3
Computed, not measured: a structure of composition C12H29IrN5S in a non-equilibrium geometry, with ωB97M-V/def2-TZVPD.

Net charge = +3
Frontier orbital gap = 10.32 eV
Lowest unoccupied orbital energy = -9.7495 eV
F_max = 2.31 eV Å⁻¹
DFT total energy = -34014.8272 eV

Atoms and positions in Å:
Ir1 0.060 0.077 -0.101
C1 -1.949 0.374 -2.320
C2 -2.629 0.720 -0.997
N1 -2.093 -0.094 0.124
C3 -2.563 -1.505 0.133
C4 -1.457 -2.394 0.631
N2 -0.152 -2.033 0.024
C5 0.117 -2.553 -1.344
C6 -0.692 -1.830 -2.382
N3 -0.667 -0.357 -2.098
H1 -2.593 -0.208 -2.979
H2 -1.744 1.309 -2.838
H3 -2.453 1.767 -0.751
H4 -3.712 0.602 -1.084
H5 -2.360 0.358 0.994
H6 -3.426 -1.621 0.790
H7 -2.899 -1.772 -0.864
H8 -1.353 -2.283 1.713
H9 -1.701 -3.441 0.437
H10 0.566 -2.451 0.611
H11 1.180 -2.399 -1.533
H12 -0.073 -3.628 -1.403
H13 -0.255 -2.040 -3.358
H14 -1.722 -2.172 -2.431
H15 0.022 0.045 -2.726
C7 0.150 1.705 2.381
C8 0.692 2.690 1.382
N4 0.367 2.217 0.012
C9 1.348 2.603 -1.032
C10 2.690 1.935 -0.832
S1 2.508 0.228 -0.218
C11 2.925 0.340 1.547
C12 1.802 -0.200 2.387
N5 0.463 0.303 1.991
H16 0.536 1.932 3.377
H17 -0.937 1.795 2.432
H18 0.252 3.670 1.574
H19 1.768 2.818 1.468
H20 -0.516 2.639 -0.267
H21 0.935 2.304 -1.994
H22 1.480 3.688 -1.065
H23 3.184 1.865 -1.801
H24 3.375 2.462 -0.170
H25 3.804 -0.285 1.705
H26 3.219 1.359 1.786
H27 1.777 -1.287 2.305
H28 2.000 0.036 3.436
H29 -0.195 -0.278 2.506

natural (NBO) population analysis, charges in e, atoms 1 to 5:
1 Ir 0.906
2 C -0.257
3 C -0.239
4 N -0.573
5 C -0.262

=====

# 4
Computed, not measured: a structure of composition C12H29N2O4P3V in a non-equilibrium geometry, with ωB97M-V/def2-TZVPD.

Net charge = +2
Frontier orbital gap (spin up / spin down) = 5.84 / 5.06 eV
Lowest unoccupied orbital energy (spin up / spin down) = -8.5985 / -9.4512 eV
F_max = 3.70 eV Å⁻¹
DFT total energy = -77617.6211 eV
Spin multiplicity = 4

Atoms and positions in Å:
V1 0.028 0.201 -0.080
P1 -1.884 -0.844 0.599
P2 -0.302 2.444 0.140
N1 0.565 -1.675 -0.768
N2 1.679 0.721 -1.097
H1 2.247 -2.558 -1.602
H2 3.465 -0.230 -1.659
H3 2.514 -1.752 -0.034
C1 1.987 -1.686 -0.997
H4 2.122 -0.474 -2.789
C2 2.382 -0.398 -1.717
H5 0.236 -3.699 -0.575
H6 2.940 2.243 -1.713
C3 -0.181 -2.703 -0.369
C4 1.999 2.005 -1.189
C5 -1.399 -2.517 0.263
C6 1.190 2.993 -0.646
H7 -2.018 -3.380 0.519
H8 1.488 4.035 -0.684
H9 -1.422 3.084 -0.374
H10 -0.321 2.948 1.438
H11 -3.087 -0.586 -0.047
H12 -2.279 -0.780 1.951
H13 0.395 1.205 -3.160
C7 -0.632 0.845 -3.296
C8 -1.582 2.007 -3.324
C9 -0.718 -0.089 -4.471
O1 -0.960 0.058 -2.094
H14 -1.397 2.588 -4.228
H15 -2.617 1.659 -3.347
H16 -1.454 2.673 -2.468
H17 -0.027 -0.934 -4.378
H18 -1.732 -0.482 -4.575
H19 -0.463 0.450 -5.381
H20 -0.448 -0.797 -2.083
C10 1.232 -2.485 2.590
O2 1.864 -1.315 2.028
P3 0.821 0.038 2.400
O3 1.209 -0.111 4.026
C11 0.121 -0.296 4.937
O4 -0.314 1.411 2.877
C12 -1.770 1.351 2.915
H21 1.703 -3.273 2.011
H22 0.145 -2.516 2.433
H23 1.457 -2.610 3.664
H24 -0.659 -0.885 4.474
H25 0.481 -0.829 5.826
H26 -0.204 0.706 5.196
H27 -2.249 1.356 1.923
H28 -2.103 0.555 3.571
H29 -2.050 2.327 3.363

natural (NBO) population analysis, charges in e, atoms 1 to 5:
1 V 1.041
2 P 0.359
3 P 0.314
4 N -0.763
5 N -0.474

=====

# 5
Computed, not measured: an isolated molecule of C12H29N5O in a non-equilibrium geometry, with ωB97M-V/def2-TZVPD.

Net charge = 0
Frontier orbital gap = 9.55 eV
Lowest unoccupied orbital energy = 0.7370 eV
F_max = 1.77 eV Å⁻¹
DFT total energy = -22412.3986 eV
Structure (SMILES) = NCCCNCCCCNCCCNC(=O)CN

Atoms and positions in Å:
N1 -4.968 -0.036 -1.482
C1 -3.548 -0.161 -1.771
C2 -2.972 -1.466 -1.238
C3 -2.795 -1.400 0.293
N2 -1.885 -0.316 0.637
C4 -1.611 -0.349 2.054
C5 -0.519 0.607 2.535
C6 -0.679 2.056 2.080
C7 0.338 2.538 1.064
N3 0.300 1.760 -0.168
C8 1.025 2.407 -1.290
C9 2.562 2.038 -1.216
C10 2.974 0.616 -1.503
N4 2.502 -0.340 -0.490
C11 3.122 -1.495 -0.198
O1 4.261 -1.784 -0.609
C12 2.339 -2.386 0.757
N5 0.871 -2.298 0.618
H1 -5.466 -0.817 -1.962
H2 -5.333 0.856 -1.791
H3 -3.209 0.007 -2.810
H4 -3.000 0.631 -1.206
H5 -1.962 -1.636 -1.677
H6 -3.639 -2.314 -1.463
H7 -3.813 -1.189 0.740
H8 -2.501 -2.419 0.649
H9 -0.971 -0.437 0.135
H10 -1.306 -1.423 2.363
H11 -2.513 -0.085 2.622
H12 0.510 0.275 2.248
H13 -0.608 0.629 3.645
H14 -1.698 2.167 1.688
H15 -0.641 2.781 2.951
H16 1.363 2.456 1.497
H17 0.214 3.614 0.831
H18 -0.675 1.641 -0.456
H19 0.615 1.975 -2.189
H20 0.915 3.529 -1.355
H21 3.050 2.574 -2.018
H22 2.971 2.384 -0.240
H23 4.084 0.515 -1.561
H24 2.496 0.344 -2.505
H25 1.615 -0.158 -0.106
H26 2.628 -2.119 1.825
H27 2.749 -3.376 0.566
H28 0.383 -2.706 1.440
H29 0.507 -2.827 -0.193

natural (NBO) population analysis, charges in e, atoms 1 to 5:
1 N -0.840
2 C -0.232
3 C -0.405
4 C -0.216
5 N -0.664

=====

# 6
Computed, not measured: a structure of composition C12H30AlN3O7 in a non-equilibrium geometry, with ωB97M-V/def2-TZVPD.

Net charge = +2
Frontier orbital gap = 1.64 eV
Lowest unoccupied orbital energy = -12.6660 eV
F_max = 3.47 eV Å⁻¹
DFT total energy = -38299.2963 eV

Atoms and positions in Å:
Al1 -9.688 -1.029 3.753
N1 -5.194 -3.857 1.422
O1 -5.019 -3.411 0.317
O2 -5.772 -3.158 2.249
O3 -4.910 -5.012 1.695
C1 -10.051 -4.954 5.302
O4 -11.184 -4.095 5.424
C2 -12.430 -4.760 5.307
C3 -13.541 -3.660 5.597
N2 -13.525 -2.482 4.721
C4 -14.050 -3.144 3.489
C5 -14.228 -2.131 2.358
O5 -12.986 -1.595 1.866
C6 -13.152 -0.920 0.588
H1 -9.854 -5.546 4.408
H2 -10.121 -5.799 5.987
H3 -9.086 -4.493 5.512
H4 -12.553 -5.512 6.085
H5 -12.724 -5.390 4.468
H6 -13.265 -3.361 6.608
H7 -14.559 -4.040 5.682
H8 -14.202 -1.861 5.141
H9 -15.060 -3.505 3.681
H10 -13.478 -3.978 3.082
H11 -14.870 -1.282 2.591
H12 -14.679 -2.724 1.562
H13 -12.218 -0.363 0.507
H14 -13.991 -0.232 0.688
H15 -13.204 -1.612 -0.253
C7 -6.162 -0.355 6.982
O6 -7.502 -0.722 7.210
C8 -7.831 -0.715 8.569
C9 -9.230 -0.993 8.857
N3 -10.184 -0.314 8.016
C10 -10.111 1.163 8.106
C11 -11.347 1.803 7.522
O7 -11.495 1.377 6.180
C12 -12.523 2.126 5.556
H16 -5.445 -1.161 7.131
H17 -5.856 0.500 7.584
H18 -6.039 0.062 5.982
H19 -7.608 0.307 8.876
H20 -7.220 -1.223 9.315
H21 -9.471 -0.735 9.888
H22 -9.333 -2.074 8.753
H23 -11.133 -0.638 8.132
H24 -9.143 1.499 7.736
H25 -10.012 1.439 9.156
H26 -11.081 2.859 7.565
H27 -12.124 1.602 8.259
H28 -13.528 1.867 5.890
H29 -12.540 1.861 4.499
H30 -12.308 3.193 5.608

natural (NBO) population analysis, charges in e, atoms 1 to 5:
1 Al 0.966
2 N 0.697
3 O -0.138
4 O -0.211
5 O -0.145

=====

# 7
Computed, not measured: a structure of composition C12H30AsF6MnN2O4 in a non-equilibrium geometry, with ωB97M-V/def2-TZVPD.

Net charge = +2
Frontier orbital gap (spin up / spin down) = 10.20 / 3.84 eV
Lowest unoccupied orbital energy (spin up / spin down) = -5.6610 / -12.9807 eV
F_max = 4.44 eV Å⁻¹
DFT total energy = -132546.9801 eV
Spin multiplicity = 7

Atoms and positions in Å:
Mn1 -15.954 28.340 9.482
As1 -19.654 28.641 8.398
F1 -19.663 30.128 9.513
F2 -19.056 29.813 7.155
F3 -19.580 27.274 7.291
F4 -20.060 27.606 9.773
F5 -21.371 28.885 7.958
F6 -17.921 28.303 8.920
C1 -15.988 31.509 9.585
O1 -16.450 30.275 10.086
C2 -17.112 30.480 11.297
C3 -17.743 29.231 11.873
N1 -16.673 28.271 11.562
C4 -17.082 26.859 11.824
C5 -15.782 26.016 11.779
O2 -14.961 26.522 10.672
C6 -13.688 25.920 10.735
H1 -15.153 31.875 10.183
H2 -16.778 32.239 9.762
H3 -15.829 31.470 8.508
H4 -17.943 31.159 11.107
H5 -16.406 30.972 11.965
H6 -18.655 28.926 11.360
H7 -17.794 29.196 12.961
H8 -16.116 28.417 12.392
H9 -17.947 26.426 11.323
H10 -17.494 26.737 12.826
H11 -15.976 24.955 11.627
H12 -15.271 26.238 12.716
H13 -13.760 24.902 10.352
H14 -13.354 25.925 11.773
H15 -12.970 26.385 10.060
C7 -16.778 25.195 8.643
O3 -16.195 26.479 8.378
C8 -15.706 26.527 7.009
C9 -15.855 27.995 6.606
N2 -15.130 28.887 7.538
C10 -13.669 28.625 7.523
C11 -13.219 29.525 8.695
O4 -13.941 29.015 9.862
C12 -13.319 29.313 11.071
H16 -17.703 25.026 8.091
H17 -17.159 25.214 9.664
H18 -16.064 24.379 8.756
H19 -16.393 26.021 6.329
H20 -14.775 25.977 6.869
H21 -16.923 28.194 6.514
H22 -15.353 28.083 5.643
H23 -15.101 29.704 6.944
H24 -13.175 29.034 6.642
H25 -13.441 27.601 7.820
H26 -13.426 30.575 8.486
H27 -12.170 29.380 8.949
H28 -12.305 28.921 11.145
H29 -13.931 28.843 11.840
H30 -13.370 30.374 11.318

natural (NBO) population analysis, charges in e, atoms 1 to 5:
1 Mn 1.346
2 As 2.787
3 F -0.618
4 F -0.596
5 F -0.603

=====

# 8
Computed, not measured: a cluster of 3 separate species, C12H30BNO4PS in total in a non-equilibrium geometry, with ωB97M-V/def2-TZVPD.

Net charge = -1
Frontier orbital gap = 6.00 eV
Lowest unoccupied orbital energy = 2.6598 eV
F_max = 1.84 eV Å⁻¹
DFT total energy = -43409.3872 eV

Atoms and positions in Å:
C1 -1.079 -1.033 3.371
C2 0.004 -1.142 2.217
P1 1.527 -0.036 2.405
C3 1.587 0.845 4.069
B1 3.038 -1.268 2.419
N1 3.337 -1.851 0.981
C4 3.921 -0.984 0.400
S1 4.431 0.351 -0.413
H1 -1.495 -2.076 3.523
H2 -1.937 -0.422 2.991
H3 -0.683 -0.718 4.366
H4 -0.513 -0.815 1.267
H5 0.327 -2.204 2.051
H6 2.350 0.329 4.721
H7 2.009 1.876 3.880
H8 0.599 1.004 4.569
H9 3.980 -0.621 2.790
H10 2.886 -2.139 3.246
C5 -1.351 -3.612 -0.303
O1 -2.399 -2.859 0.297
C6 -3.039 -1.990 -0.626
C7 -4.352 -2.575 -1.125
O2 -4.140 -3.754 -1.897
C8 -4.367 -4.940 -1.156
H11 -1.102 -4.439 0.363
H12 -1.649 -4.021 -1.271
H13 -0.468 -2.979 -0.427
H14 -2.374 -1.749 -1.460
H15 -3.254 -1.059 -0.091
H16 -4.835 -1.844 -1.781
H17 -5.030 -2.778 -0.289
H18 -5.444 -5.116 -1.060
H19 -3.916 -4.895 -0.163
H20 -3.926 -5.772 -1.705
C9 -0.109 3.424 -2.487
O3 0.599 3.833 -1.329
C10 1.844 3.150 -1.178
C11 3.008 4.008 -1.647
O4 2.948 4.252 -3.054
C12 2.417 5.527 -3.364
H21 -0.884 4.166 -2.689
H22 0.545 3.355 -3.359
H23 -0.584 2.455 -2.307
H24 1.828 2.190 -1.701
H25 1.969 2.945 -0.112
H26 3.939 3.468 -1.455
H27 3.043 4.953 -1.094
H28 3.180 6.296 -3.194
H29 1.531 5.758 -2.768
H30 2.144 5.534 -4.419

natural (NBO) population analysis, charges in e, atoms 1 to 5:
1 C -0.621
2 C -0.683
3 P 0.473
4 C -0.925
5 B -0.303